A structure of composition C23H26F5N4O4SSrTe, computed with the ωB97M-V functional and the def2-TZVPD basis.

The value obtained for the HOMO energy is -11.74 eV. The net charge is +1. The spin multiplicity is 1. As for the total energy: -2608.23709 a.u. The largest force on an atom comes out at 5.70 eV/A. The lowest unoccupied orbital energy comes out at -3.20 eV. For the relative energy (zero: lowest compared OMol25 entry of this formula, charge and spin), the calculation gives 118.3 kJ/mol.

```
65
Properties=species:S:1:pos:R:3:forces:R:3
Sr 0.8273 1.2742 2.9159 -1.88 -3.68 -3.92
O -5.1394 -1.8173 -0.4613 0.06 0.20 -0.09
C -4.5731 -0.6337 -0.9975 -0.01 -0.24 0.19
C -3.4509 -0.1936 -0.1060 -0.13 -0.08 -0.11
C -2.9070 1.0723 -0.2300 -0.05 0.19 -0.24
C -1.8161 1.3907 0.5444 0.24 0.06 0.03
N -1.2631 0.5526 1.4247 -0.01 0.16 0.21
C -1.8223 -0.6543 1.5848 0.28 -0.16 0.30
C -2.9061 -1.0541 0.8286 -0.17 -0.27 -0.12
C -1.2433 -1.5500 2.6513 -0.08 0.36 -0.32
C -1.8421 -2.7482 2.9883 -0.19 -0.25 -0.04
C -1.3458 -3.4916 4.0464 -0.13 -0.12 -0.07
C -1.9821 -4.7873 4.4510 -0.21 0.02 -0.18
O -2.9238 -5.1619 3.4617 0.16 0.08 0.12
C -0.2522 -3.0042 4.7376 0.15 -0.14 0.24
C 0.3153 -1.8276 4.3119 0.15 0.17 -0.11
N -0.1556 -1.1099 3.2874 0.05 0.05 0.34
H -5.8240 -2.1377 -1.0535 -0.04 -0.02 -0.05
H -5.3071 0.1694 -1.0805 -0.11 0.07 0.03
H -4.1505 -0.8070 -1.9906 0.03 -0.05 -0.11
H -3.3129 1.7980 -0.9291 0.05 -0.08 0.09
H -1.3534 2.3695 0.4528 0.00 -0.01 0.02
H -3.3400 -2.0363 0.9308 0.01 0.04 0.02
H -2.6960 -3.1274 2.4516 -0.03 0.02 0.03
H -2.4593 -4.6464 5.4246 -0.07 0.00 0.08
H -1.2019 -5.5391 4.5760 0.08 -0.11 -0.04
H -3.3121 -6.0063 3.6995 -0.06 -0.09 0.04
H 0.1638 -3.5315 5.5903 -0.03 0.03 -0.11
H 1.1959 -1.4393 4.8126 -0.01 0.04 0.00
C 4.3058 2.3759 -3.3985 0.00 0.01 -0.02
C 4.0820 2.6014 -1.9036 -0.11 -0.08 -0.22
C 2.6108 2.7846 -1.5483 -0.03 -0.47 -0.21
N 1.7832 1.5776 -1.8070 0.22 0.13 0.37
C 1.5982 0.5695 -0.9625 -0.07 0.11 -0.12
S 2.3931 0.4436 0.5364 0.08 0.06 -0.38
N 0.7227 -0.4451 -1.2985 0.28 0.41 -0.45
C -0.1450 -0.6485 -2.4018 0.16 0.17 -0.04
O -1.1874 -1.2179 -2.2035 -0.13 -0.05 0.10
C 0.2835 -0.2355 -3.7714 0.14 -0.11 0.27
C 1.5939 -0.4347 -4.2035 0.15 -0.03 0.05
C 1.9351 -0.1540 -5.5195 0.01 0.01 0.01
C 0.9715 0.3332 -6.3953 -0.01 -0.02 0.00
C -0.3382 0.5204 -5.9645 0.02 0.01 -0.02
C -0.6848 0.2240 -4.6560 -0.21 0.11 -0.06
H 5.3696 2.2632 -3.6227 -0.13 0.01 0.03
H 3.9302 3.2223 -3.9867 0.04 -0.13 0.08
H 3.7982 1.4688 -3.7469 0.06 0.12 0.04
H 4.6089 3.5037 -1.5823 -0.01 -0.06 0.03
H 4.4788 1.7654 -1.3267 0.05 0.02 0.05
H 2.1810 3.5827 -2.1564 -0.08 -0.04 0.06
H 2.5031 3.0367 -0.5012 -0.07 0.05 0.19
H 1.3481 1.5141 -2.7114 -0.11 0.01 -0.17
H 0.5076 -1.0336 -0.5162 -0.13 -0.27 0.31
H 2.3381 -0.8364 -3.5175 -0.12 0.08 -0.11
H 2.9495 -0.3246 -5.8642 -0.11 0.02 0.04
H 1.2392 0.5544 -7.4228 -0.03 -0.02 0.09
H -1.0916 0.8824 -6.6545 0.07 -0.01 0.06
H -1.7077 0.3426 -4.3093 0.14 -0.04 -0.06
F -0.0195 2.2495 4.8104 -0.34 0.68 0.80
Te 1.7375 3.0727 4.9476 0.05 -0.27 0.89
F 2.2217 1.1855 4.7328 0.70 0.31 0.66
F 3.4730 3.4390 5.3079 0.75 0.48 0.04
F 0.9740 4.6349 5.4346 -0.18 1.04 0.13
F 1.5839 2.5899 6.6897 -0.03 -0.18 0.79
O 1.7296 3.2705 3.1695 0.89 1.80 0.54
```
Positions in Å, forces in eV/Å.


A structure of composition C23H26I2N2O8P2TaTe, computed with the ωB97M-V functional and the def2-TZVPD basis.

The value obtained for the HOMO energy is -15.70 eV. The net charge is +3. The spin multiplicity is 1. As for the total energy: -3205.99645 a.u. The largest force on an atom comes out at 0.72 eV/A. The lowest unoccupied orbital energy comes out at -10.33 eV. For the relative energy (zero: lowest compared OMol25 entry of this formula, charge and spin), the calculation gives 132.3 kJ/mol.

```
65
Properties=species:S:1:pos:R:3:forces:R:3
Ta 0.1464 0.5968 0.4748 0.19 -0.02 -0.56
I 4.4923 -1.5707 6.3791 0.05 -0.01 0.06
C 3.2335 -1.2929 4.7606 0.01 0.05 0.07
C 2.3275 -0.2280 4.7733 0.06 -0.21 -0.18
C 1.5026 -0.0957 3.6762 -0.26 0.35 0.00
I 0.1841 1.5079 3.3734 -0.14 0.04 -0.04
C 1.5412 -0.9834 2.6190 0.19 -0.29 0.05
O 0.7095 -0.7803 1.5488 -0.11 0.20 0.03
C 2.4820 -1.9955 2.5616 0.02 -0.03 -0.12
C 2.6054 -2.8351 1.3160 -0.03 0.05 -0.01
N 2.5603 -2.0256 0.0740 0.05 0.00 0.00
C 3.6120 -1.0204 -0.0327 -0.06 -0.06 0.05
C 3.4262 0.3814 0.5466 0.11 0.03 0.04
C 4.5850 0.9308 1.0781 -0.09 0.04 -0.02
C 4.6723 2.2774 1.3849 0.12 0.01 0.05
C 3.5839 3.0923 1.1269 -0.04 -0.02 -0.03
C 2.4410 2.5065 0.6449 0.09 -0.03 0.04
N 2.3144 1.1707 0.3906 -0.17 0.00 0.01
C 3.3247 -2.1409 3.6570 -0.04 0.07 0.03
H 2.2891 0.4628 5.6034 0.01 0.00 0.01
H 1.7820 -3.5507 1.2645 0.01 -0.02 0.01
H 3.5353 -3.4085 1.3770 0.00 0.00 0.01
H 2.7201 -2.6812 -0.6844 -0.03 0.00 -0.01
H 3.8024 -0.8595 -1.0986 0.02 0.03 -0.01
H 4.5543 -1.3859 0.3863 0.01 0.00 -0.02
H 5.4454 0.2922 1.2198 0.00 0.00 0.00
H 5.5873 2.6880 1.7927 0.00 -0.01 0.00
H 3.6145 4.1580 1.3019 -0.03 0.00 -0.02
H 1.5705 3.1119 0.4537 0.01 0.04 0.00
H 4.0728 -2.9236 3.6511 0.00 -0.01 -0.01
C -4.3323 3.1118 -0.6435 -0.03 0.00 -0.01
C -3.0014 2.3721 -0.7368 0.27 0.04 0.00
O -2.4930 2.2797 -2.0491 -0.02 -0.01 0.03
P -3.1594 0.6713 -0.0741 -0.16 -0.09 -0.04
O -3.9769 0.6034 1.2391 0.08 0.01 0.09
O -3.9061 -0.1604 -1.1362 -0.03 0.06 0.06
O -1.7272 0.0821 0.1523 0.00 0.12 0.14
P -1.7305 3.1332 0.3567 -0.58 0.10 0.41
O -1.5430 4.6257 -0.0245 0.21 0.05 -0.24
O -2.1257 2.8108 1.7498 0.11 -0.11 -0.22
O -0.3874 2.4183 -0.0829 0.13 -0.27 0.31
H -5.1029 2.5740 -1.1994 -0.01 0.02 0.00
H -4.2065 4.1000 -1.0878 -0.02 0.01 0.00
H -4.6714 3.2286 0.3851 0.01 0.01 0.01
H -3.1913 2.4861 -2.6866 -0.01 0.00 0.00
H -3.6721 1.1955 1.9553 -0.02 0.01 -0.01
H -4.5373 -0.8555 -0.8866 0.04 -0.03 -0.01
H -1.9694 5.3123 0.5106 -0.01 -0.04 0.05
C -0.4046 -2.4413 -1.5632 -0.07 -0.02 0.03
Te 0.7561 -0.7116 -2.0156 0.30 0.01 0.06
C -0.7999 -0.1380 -3.3382 -0.09 0.00 -0.05
C -1.7841 -1.2864 -3.3307 0.01 0.05 -0.03
C -2.8778 -1.2605 -4.1946 -0.01 -0.04 0.03
C -3.7909 -2.3006 -4.1890 0.01 -0.01 0.02
C -3.6174 -3.3790 -3.3241 -0.01 0.04 -0.02
C -2.5268 -3.4160 -2.4727 -0.05 0.05 -0.03
C -1.6068 -2.3672 -2.4748 0.03 -0.04 0.09
H -0.6478 -2.4107 -0.5014 -0.05 -0.08 -0.01
H 0.2148 -3.3179 -1.7469 0.04 0.03 -0.04
H -0.3407 0.0326 -4.3116 0.02 -0.06 0.00
H -1.2244 0.7973 -2.9865 -0.05 0.01 -0.04
H -3.0045 -0.4360 -4.8856 0.01 0.01 0.00
H -4.6282 -2.2810 -4.8734 -0.01 -0.02 0.01
H -4.3194 -4.2018 -3.3310 -0.01 0.01 -0.02
H -2.3815 -4.2702 -1.8226 0.02 0.01 0.01
```
Positions in Å, forces in eV/Å.


The molecule C23H26N2O5S2, computed with the ωB97M-V functional and the def2-TZVPD basis.

The value obtained for the HOMO energy is -7.74 eV. The net charge is 0. The spin multiplicity is 1. The SMILES is COc1ccc(N(CC(=O)NCCSCc2ccco2)S(=O)(=O)c2ccc(C)cc2)cc1. As for the total energy: -2174.10226 a.u. The largest force on an atom comes out at 0.95 eV/A. The lowest unoccupied orbital energy comes out at 0.23 eV. For the relative energy (zero: lowest compared OMol25 entry of this formula, charge and spin), the calculation gives 223.3 kJ/mol.

```
58
Properties=species:S:1:pos:R:3:forces:R:3
C -4.7407 -5.0187 -0.1802 -0.03 -0.16 -0.13
H -4.0301 -5.8278 0.0155 -0.01 0.03 -0.02
O -4.5355 -3.9291 0.6868 0.12 0.26 0.20
C -3.3314 -3.2946 0.6614 0.07 0.12 0.03
C -2.2736 -3.6186 -0.1783 -0.30 -0.21 0.00
C -1.0959 -2.8896 -0.1336 0.21 0.32 0.18
C -0.9461 -1.8387 0.7605 -0.66 -0.61 0.23
C -2.0023 -1.5264 1.6171 -0.04 -0.35 -0.01
C -3.1782 -2.2382 1.5626 -0.09 -0.16 -0.13
H -4.0002 -2.0019 2.2189 -0.11 0.04 0.10
H -1.8801 -0.7191 2.3206 -0.05 0.03 0.14
N 0.2125 -1.0487 0.8281 -0.02 0.94 -0.14
S -0.0549 0.6174 0.6765 -0.23 -0.03 -0.27
O -0.4091 1.1294 1.9686 -0.38 -0.05 0.00
O 1.1105 1.1667 0.0483 -0.10 -0.17 -0.43
C -1.4542 0.7099 -0.4276 0.45 0.10 0.39
C -1.2685 0.3268 -1.7411 0.09 0.02 -0.12
C -2.3520 0.3138 -2.6010 0.05 0.01 0.10
C -3.6170 0.6792 -2.1521 0.05 -0.01 0.08
C -3.7740 1.0766 -0.8269 0.13 0.00 -0.05
C -2.6964 1.0927 0.0389 -0.01 0.12 0.09
H -2.7980 1.4002 1.0670 -0.09 0.02 0.14
H -4.7504 1.3711 -0.4726 -0.11 0.03 0.06
C -4.7919 0.6710 -3.0785 -0.01 0.06 -0.01
H -5.6709 0.2686 -2.5802 -0.09 -0.03 -0.02
H -5.0237 1.6891 -3.3910 -0.06 0.04 -0.06
H -4.5857 0.0811 -3.9674 -0.04 -0.04 -0.07
H -2.2152 0.0153 -3.6297 0.01 -0.04 -0.10
H -0.2806 0.0550 -2.0782 0.12 -0.07 -0.13
C 1.4725 -1.5363 0.3242 0.56 0.18 -0.35
H 1.5530 -2.6024 0.5579 -0.08 0.13 0.00
C 2.6554 -0.8284 0.9907 -0.18 -0.43 0.22
O 3.7441 -0.7967 0.4576 0.22 -0.02 -0.31
N 2.4130 -0.3569 2.2308 -0.21 0.00 0.33
H 1.4530 -0.2602 2.5270 0.11 -0.18 0.04
C 3.3936 0.4749 2.8932 0.20 -0.06 -0.10
C 3.2605 1.9513 2.5006 0.55 0.07 -0.14
H 2.6987 2.5179 3.2405 -0.08 0.03 -0.06
H 2.7675 2.0465 1.5337 -0.09 0.04 0.09
S 4.8884 2.7449 2.3628 0.07 0.07 0.03
C 5.3672 2.1557 0.6809 -0.13 0.36 0.48
C 4.7961 3.0159 -0.3752 -0.75 -0.54 -0.20
C 3.5833 2.9928 -1.0043 0.59 -0.14 0.31
C 3.5853 4.0902 -1.8997 0.43 0.41 -0.04
C 4.7926 4.6969 -1.7477 -0.74 0.17 -0.50
O 5.5325 4.0566 -0.8281 0.40 -0.09 0.33
H 5.2311 5.5550 -2.2177 0.14 0.09 -0.01
H 2.7955 4.3820 -2.5616 -0.11 0.13 -0.16
H 2.7920 2.2871 -0.8524 -0.04 -0.17 0.06
H 5.0180 1.1280 0.5846 0.13 -0.01 -0.10
H 6.4546 2.1987 0.6637 0.01 -0.13 -0.05
H 3.2894 0.3482 3.9721 0.08 -0.01 -0.06
H 4.3748 0.1002 2.5889 -0.15 0.07 0.16
H 1.5859 -1.4036 -0.7589 0.07 -0.07 0.13
H -0.2953 -3.1516 -0.8075 0.10 -0.01 -0.09
H -2.3498 -4.4317 -0.8826 -0.04 -0.08 -0.05
H -4.6689 -4.7166 -1.2301 0.01 -0.01 0.04
H -5.7505 -5.3705 0.0242 0.08 -0.01 -0.06
```
Positions in Å, forces in eV/Å.


A structure of composition C23H26N6OOs, computed with the ωB97M-V functional and the def2-TZVPD basis.

The value obtained for the HOMO energy (alpha / beta) is -20.51 / -20.71 eV. The net charge is +4. The spin multiplicity is 5. As for the total energy: -1384.89861 a.u. The largest force on an atom comes out at 2.58 eV/A. The lowest unoccupied orbital energy (alpha / beta) comes out at -11.69 / -16.20 eV.

```
57
Properties=species:S:1:pos:R:3:forces:R:3
Os 0.3373 -0.0335 -0.5735 0.05 2.05 0.07
C 0.8865 3.0738 -1.3519 0.27 0.21 -0.29
N -0.0148 2.4124 -0.3960 0.12 -1.10 0.06
C 0.3218 2.6848 1.0028 0.07 0.17 0.53
C 1.5203 1.8842 1.4645 -0.04 0.71 0.23
C 2.4083 2.3844 2.4096 -0.25 -0.27 -0.32
C 3.4427 1.5786 2.8617 0.08 -0.12 -0.01
C 3.5784 0.2964 2.3425 -0.30 -0.06 -0.25
C 2.6626 -0.1370 1.3994 0.82 -0.43 0.43
N 1.6532 0.6340 0.9825 -0.67 -0.54 -0.83
C -1.4313 2.5681 -0.7314 -0.61 0.03 -0.12
C -1.8529 1.6413 -1.8529 -0.25 0.64 0.00
C -2.8637 1.9856 -2.7419 0.37 -0.23 0.24
C -3.2733 1.0633 -3.6946 0.01 -0.14 -0.09
C -2.6478 -0.1761 -3.7514 0.22 0.05 0.25
C -1.6427 -0.4521 -2.8404 -0.39 -0.50 -0.70
N -1.2669 0.4306 -1.9104 0.82 -0.44 0.71
C 1.7617 2.1262 -2.1365 0.09 0.45 -0.23
C 2.6693 2.6117 -3.0740 -0.22 -0.30 0.25
C 3.4602 1.7233 -3.7862 -0.10 -0.14 0.11
C 3.3256 0.3559 -3.5451 -0.20 0.07 0.17
C 2.4075 -0.0547 -2.6014 0.60 -0.56 -0.48
N 1.6379 0.8092 -1.9097 -0.17 0.01 0.04
H 1.5418 3.7807 -0.8282 -0.15 -0.06 -0.01
H 0.3063 3.6665 -2.0696 0.03 -0.05 0.15
H -0.5187 2.3986 1.6484 0.02 0.09 -0.23
H 0.5022 3.7547 1.1686 -0.03 -0.15 0.00
H 2.2873 3.3877 2.7890 -0.05 0.10 -0.01
H 4.1422 1.9410 3.6041 0.01 0.05 0.00
H 4.3780 -0.3564 2.6541 0.08 -0.07 0.02
H 2.7462 -1.1284 0.9630 -0.01 0.10 0.02
H -1.6674 3.6070 -0.9956 0.02 -0.15 0.04
H -2.0489 2.3131 0.1396 0.23 0.09 -0.03
H -3.3264 2.9589 -2.6840 -0.01 0.11 0.04
H -4.0663 1.3039 -4.3915 0.01 0.04 0.01
H -2.9244 -0.9161 -4.4856 -0.02 -0.07 -0.06
H -1.1256 -1.4074 -2.8602 -0.05 0.08 0.00
H 2.7533 3.6732 -3.2460 -0.03 0.16 0.03
H 4.1728 2.0811 -4.5172 0.01 0.04 -0.02
H 3.9249 -0.3668 -4.0808 -0.04 -0.06 0.03
H 2.2762 -1.1163 -2.3847 0.03 0.25 -0.03
N -0.7412 -1.3595 0.5968 -0.79 -0.89 0.72
C -1.2402 -2.2477 1.1697 1.11 2.04 -1.13
N -1.7823 -3.2321 1.7980 -0.58 -1.14 0.67
C -3.0842 -3.1758 2.4283 -0.50 -0.15 -0.54
C -2.9373 -3.4433 3.9596 -0.90 0.76 0.98
O -2.2289 -4.6031 4.1953 -0.11 -0.04 -0.55
C -0.9846 -4.6823 3.6018 1.28 -0.54 0.59
C -1.0927 -4.4791 2.0588 -0.14 -0.44 -0.54
H -3.7049 -3.9898 2.0334 0.07 0.16 -0.01
H -3.5833 -2.2233 2.2494 0.07 -0.05 0.20
H -3.9276 -3.5685 4.4121 0.19 0.01 -0.15
H -2.4458 -2.5689 4.4170 0.18 -0.17 -0.08
H -0.5802 -5.6759 3.8191 -0.10 0.16 -0.08
H -0.3012 -3.9157 4.0002 -0.22 0.05 0.01
H -1.6918 -5.3137 1.6750 0.08 0.15 -0.03
H -0.1067 -4.5071 1.5965 0.01 0.02 0.21
```
Positions in Å, forces in eV/Å.


Which of these has the lowest largest force on an atom? C23H26I2N2O8P2TaTe


Look up the spin multiplicity of the third one. 1


largest force on an atom of number 4 (C23H26N6OOs)? 2.58 eV/A


Which value of largest force on an atom does entry 3 give? 0.95 eV/A